(a)
DFT (wB97M-V/def2-TZVPD) results for 2 unconnected molecules or ions with the total composition C4H12O2.

The molecular weight is 92.14 u. The HOMO-LUMO gap is 11.26 eV.

```
18
C4H12O2, DFT wB97M-V/def2-TZVPD
C 2.60 3.33 0.13
C 2.11 4.56 0.86
O 1.85 4.33 2.26
H 3.37 2.79 0.70
H 3.08 3.71 -0.79
H 1.88 2.59 -0.20
H 2.83 5.37 0.83
H 1.18 4.90 0.38
H 1.19 3.63 2.28
C -2.05 -3.77 0.12
C -2.53 -4.58 -1.08
O -2.15 -3.95 -2.30
H -0.96 -3.77 0.08
H -2.31 -4.11 1.11
H -2.40 -2.75 0.02
H -2.11 -5.58 -1.05
H -3.62 -4.66 -1.09
H -1.29 -3.55 -2.14
```


(b)
DFT (wB97M-V/def2-TZVPD) results for 2 unconnected molecules or ions with the total composition C4H12O2.

The molecular weight is 92.14 u. The HOMO-LUMO gap is 11.24 eV.

```
18
C4H12O2, DFT wB97M-V/def2-TZVPD
C -1.05 0.76 -2.41
C -0.87 1.21 -3.85
O 0.00 0.36 -4.59
H -0.23 0.09 -2.15
H -0.88 1.61 -1.74
H -1.99 0.25 -2.23
H -0.36 2.17 -3.86
H -1.75 1.40 -4.46
H -0.36 -0.52 -4.78
C 0.59 -0.16 3.88
C 0.65 -1.13 2.69
O 1.71 -2.08 2.73
H 1.45 0.52 3.86
H -0.32 0.41 3.97
H 0.75 -0.72 4.82
H 0.77 -0.58 1.75
H -0.30 -1.66 2.82
H 2.21 -1.92 3.55
```


Which one is the most stable? From the structures above, (a).